1.
DFT (ωB97M-V with the def2-TZVPD basis set) results for C45H51AsGeMnO2PSi2 as an isolated structure in a non-equilibrium geometry.

Structure (XYZ):
```
104
Properties=species:S:1:pos:R:3:forces:R:3
Mn -0.032 -0.231 -0.688 0.91 0.11 0.69
C 5.693 4.183 0.417 -0.02 -0.03 0.00
C 5.669 3.395 -0.728 -0.01 0.01 -0.02
C 4.559 2.616 -1.020 0.02 0.04 0.06
C 3.466 2.611 -0.155 -0.15 0.02 0.15
C 3.491 3.408 0.987 -0.01 -0.02 0.03
C 4.601 4.195 1.273 -0.02 -0.02 -0.04
P 2.004 1.533 -0.406 0.56 -0.10 -0.36
C 1.956 1.421 -2.245 0.13 0.21 0.10
C 1.416 2.532 -2.898 -0.05 -0.03 -0.02
C 1.407 2.605 -4.282 0.02 -0.01 0.03
C 1.936 1.559 -5.030 -0.05 0.05 0.00
C 2.460 0.446 -4.390 0.04 -0.08 -0.06
C 2.466 0.371 -3.003 0.06 0.10 0.03
C 2.609 -0.133 0.077 -0.26 0.07 0.17
C 3.838 -0.390 0.674 -0.02 0.01 -0.09
C 4.095 -1.653 1.192 0.03 -0.01 0.04
C 3.116 -2.635 1.139 0.06 0.04 0.01
C 1.890 -2.371 0.540 -0.30 -0.05 -0.03
C 1.608 -1.126 -0.004 0.73 0.23 0.14
H 6.565 4.786 0.642 -0.04 0.00 -0.03
H 6.520 3.390 -1.399 -0.02 0.00 0.01
H 4.547 2.010 -1.917 -0.02 -0.02 -0.01
H 2.641 3.398 1.663 0.02 0.03 0.00
H 4.609 4.819 2.158 0.00 -0.05 0.00
H 1.011 3.348 -2.307 -0.03 -0.03 -0.05
H 0.990 3.474 -4.775 0.02 -0.03 0.01
H 1.936 1.613 -6.112 0.00 -0.01 0.03
H 2.881 -0.366 -4.972 -0.05 0.01 0.03
H 2.886 -0.493 -2.505 0.00 -0.06 0.01
H 4.582 0.395 0.747 0.01 -0.02 0.01
H 5.053 -1.860 1.655 -0.05 0.00 -0.01
H 3.304 -3.609 1.575 0.01 -0.01 -0.03
H 1.132 -3.146 0.515 0.04 0.02 0.03
O -1.455 1.024 -1.149 -0.58 0.44 0.26
C -1.803 1.059 0.083 -0.51 0.41 0.39
O -1.139 0.402 0.940 -0.42 0.31 -0.24
C -3.004 1.891 0.464 0.17 -0.06 0.40
C -3.406 1.839 1.945 0.77 -0.58 -0.35
Ge -2.048 2.440 3.268 -0.02 0.33 0.13
C -2.753 1.787 4.985 -0.08 0.24 -0.05
C -2.954 0.407 5.059 -0.06 0.06 0.04
C -3.285 -0.203 6.261 0.02 0.06 0.01
C -3.422 0.564 7.412 -0.01 -0.04 -0.05
C -3.234 1.938 7.353 0.01 0.04 -0.02
C -2.897 2.544 6.148 0.00 -0.01 -0.10
C -0.142 2.009 3.571 -0.17 -0.08 -0.19
C 0.667 3.050 4.035 0.04 -0.13 -0.03
C 1.940 2.795 4.535 -0.05 -0.02 -0.04
C 2.424 1.494 4.578 -0.01 0.09 0.00
C 1.623 0.452 4.131 -0.03 -0.04 -0.09
C 0.351 0.707 3.637 0.05 -0.01 -0.06
C -1.977 4.352 2.786 -0.08 -0.06 0.14
C -1.096 4.665 1.745 -0.02 0.05 0.04
C -1.052 5.942 1.201 -0.06 -0.01 0.06
C -1.890 6.934 1.698 0.05 -0.04 -0.03
C -2.765 6.642 2.735 -0.01 -0.01 0.02
C -2.814 5.358 3.267 0.03 -0.09 0.02
H -3.811 1.548 -0.186 -0.08 0.12 -0.04
H -2.771 2.920 0.180 -0.03 -0.01 -0.16
H -3.742 0.835 2.208 -0.05 0.04 0.01
H -4.230 2.534 2.116 -0.02 -0.02 0.06
H -2.843 -0.203 4.165 0.00 -0.01 0.08
H -3.430 -1.276 6.302 0.00 0.01 0.00
H -3.675 0.091 8.353 0.00 0.02 -0.03
H -3.341 2.539 8.248 0.00 -0.02 -0.03
H -2.739 3.618 6.115 0.01 -0.05 0.05
H 0.300 4.069 4.016 0.03 0.00 0.02
H 2.546 3.616 4.903 0.00 -0.02 -0.03
H 3.416 1.298 4.965 -0.02 -0.02 -0.01
H 1.983 -0.569 4.165 0.04 0.01 0.00
H -0.257 -0.123 3.300 0.01 0.03 -0.03
H -0.424 3.899 1.364 -0.02 0.05 -0.02
H -0.364 6.163 0.394 -0.01 0.00 0.01
H -1.860 7.932 1.276 0.00 -0.02 0.03
H -3.413 7.416 3.129 0.00 -0.03 -0.01
H -3.513 5.140 4.069 0.01 0.04 -0.04
C -0.639 -1.679 -5.623 0.11 -0.16 0.10
Si -1.625 -1.331 -4.056 -0.16 0.28 -0.24
C -3.242 -2.288 -4.088 0.11 -0.10 0.05
C -2.020 0.500 -4.110 0.05 0.03 0.20
As -0.543 -1.976 -2.054 -0.59 -1.47 -1.07
Si 0.710 -3.796 -2.834 0.28 -0.35 -0.03
C 1.377 -4.913 -1.476 -0.02 0.13 0.20
C -0.527 -4.880 -3.756 -0.14 0.23 -0.06
C 2.170 -3.361 -3.935 -0.05 0.19 -0.04
H -1.276 -1.538 -6.503 -0.01 0.02 0.08
H -0.237 -2.694 -5.657 -0.04 0.13 -0.09
H 0.197 -0.979 -5.694 -0.01 -0.03 0.00
H -3.837 -2.045 -4.974 0.06 0.01 0.03
H -3.827 -2.043 -3.198 0.00 -0.02 -0.04
H -3.059 -3.366 -4.078 -0.07 0.05 -0.02
H -2.536 0.756 -5.040 0.06 -0.11 0.00
H -1.101 1.090 -4.051 -0.05 0.01 -0.01
H -2.651 0.796 -3.272 0.03 0.02 -0.04
H 0.625 -5.088 -0.700 0.07 -0.02 -0.06
H 2.269 -4.499 -0.999 -0.09 -0.06 -0.06
H 1.643 -5.882 -1.909 -0.03 0.08 -0.05
H -1.415 -5.012 -3.130 0.04 -0.07 -0.05
H -0.099 -5.866 -3.955 0.03 0.07 0.02
H -0.853 -4.450 -4.707 0.01 -0.10 0.11
H 2.880 -2.734 -3.385 -0.04 -0.07 -0.04
H 1.856 -2.815 -4.829 0.07 -0.04 0.09
H 2.697 -4.267 -4.252 -0.05 0.02 0.04
```
Positions in Å, forces in eV/Å.

- HOMO energy (spin up / spin down): -7.316 / -7.610 eV
- Total charge: 0
- 2S+1: 5
- Maximum force: 1.91 eV/A
- Kohn-Sham gap (spin up / spin down): 6.769 / 7.912 eV
- LUMO (spin up / spin down): -0.0201 / 0.0111 Eh

Results of the Löwdin charge analysis, in e, for atoms 1 through 5: 0.49 -0.09 -0.08 -0.08 -0.37

=====

2.
DFT (ωB97M-V with the def2-TZVPD basis set) results for C45H51BrIrN4O4S4Si as an isolated structure in a non-equilibrium geometry.

Structure (XYZ):
```
111
Properties=species:S:1:pos:R:3:forces:R:3
Ir 0.111 -0.261 0.032 0.37 -0.65 0.68
C -0.189 -1.593 3.541 -0.02 0.00 0.02
C -1.138 -0.579 2.984 0.15 0.09 0.08
C -2.309 -0.233 3.647 0.01 0.07 0.02
C -3.180 0.702 3.087 0.03 -0.07 -0.01
C -2.875 1.315 1.889 0.04 -0.18 0.49
C -1.653 0.966 1.312 0.00 0.54 -0.63
N -0.823 0.041 1.846 -0.42 -0.16 -0.02
N -1.138 1.382 0.126 -0.30 0.08 -0.21
Si -1.050 3.075 -0.241 0.14 0.05 0.14
C -0.641 3.987 1.355 0.02 0.04 0.01
C 0.260 3.444 -1.512 -0.11 0.15 0.00
C -2.692 3.754 -0.861 -0.06 0.01 -0.02
H -0.033 -1.401 4.604 -0.02 -0.03 0.02
H 0.763 -1.536 3.022 -0.06 0.00 0.05
H -0.594 -2.600 3.422 0.03 0.02 -0.05
H -2.543 -0.719 4.585 0.00 0.01 0.00
H -4.117 0.923 3.585 0.00 0.00 0.01
H -3.551 1.987 1.380 0.03 0.00 0.03
H 0.235 3.535 1.831 -0.01 0.03 -0.01
H -1.465 3.948 2.071 0.03 -0.02 0.00
H -0.413 5.039 1.159 -0.02 -0.01 0.01
H 1.035 2.685 -1.509 0.14 -0.04 0.03
H 0.712 4.416 -1.293 0.02 -0.04 0.02
H -0.158 3.488 -2.517 0.17 0.04 0.19
H -3.446 3.819 -0.071 0.03 -0.01 -0.02
H -3.091 3.128 -1.662 -0.01 0.00 -0.02
H -2.545 4.760 -1.267 -0.02 -0.02 0.02
O -1.415 -1.663 -0.003 -0.19 -0.04 -0.05
C -2.417 -2.304 -0.688 -0.04 -0.03 0.04
C -2.777 -3.514 0.195 0.12 -0.01 -0.05
C -2.702 -4.847 -0.078 -0.07 0.04 -0.06
C -3.005 -5.668 1.045 -0.02 0.00 0.03
C -3.297 -4.935 2.155 -0.01 -0.05 -0.03
S -3.196 -3.257 1.844 0.01 0.08 -0.01
C -1.996 -2.853 -2.052 -0.03 0.06 0.04
C -0.732 -3.151 -2.451 -0.01 0.02 -0.06
C -0.678 -3.717 -3.755 0.02 0.01 -0.01
C -1.910 -3.843 -4.320 0.02 -0.03 0.00
S -3.138 -3.272 -3.273 -0.03 0.03 -0.05
C -3.654 -1.415 -0.866 -0.03 0.01 -0.07
C -3.665 -0.080 -1.130 0.00 -0.01 -0.01
C -4.974 0.446 -1.304 -0.03 -0.02 0.00
C -5.940 -0.506 -1.174 -0.01 0.05 0.00
S -5.261 -2.035 -0.821 -0.01 -0.07 0.00
H -2.432 -5.229 -1.053 0.00 0.01 0.01
H -3.003 -6.749 1.024 0.00 0.01 0.00
H -3.563 -5.295 3.136 0.01 0.00 -0.02
H 0.127 -2.925 -1.843 0.04 -0.01 0.02
H 0.242 -3.986 -4.257 -0.02 0.00 0.01
H -2.157 -4.216 -5.302 0.00 0.00 0.03
H -2.758 0.505 -1.154 0.00 -0.01 -0.03
H -5.185 1.488 -1.506 0.01 -0.02 0.00
H -7.010 -0.384 -1.245 0.02 -0.01 0.00
C 3.147 -2.269 -2.843 0.00 -0.03 -0.05
C 3.614 -0.831 -2.604 0.02 -0.02 -0.01
C 3.860 -0.584 -1.122 0.02 0.03 0.03
C 2.684 0.179 -3.246 -0.01 0.06 -0.04
C 3.204 0.956 -4.275 0.01 0.06 0.04
C 2.419 1.844 -4.991 0.00 -0.03 0.04
C 1.069 1.902 -4.689 -0.02 -0.01 -0.03
C 0.496 1.140 -3.676 0.05 -0.09 -0.26
C -1.010 1.104 -3.563 -0.01 -0.07 0.07
C -1.730 2.316 -4.155 -0.07 0.05 -0.10
C -1.520 -0.137 -4.301 -0.06 -0.03 0.04
C 1.311 0.288 -2.883 0.27 -0.06 0.28
O 0.866 -0.489 -1.901 -0.26 0.01 -0.44
H 3.906 -2.977 -2.492 0.01 0.06 -0.06
H 2.974 -2.451 -3.906 0.01 0.00 0.00
H 2.215 -2.453 -2.307 0.01 0.04 -0.01
H 4.576 -0.715 -3.116 0.00 -0.02 -0.03
H 2.925 -0.673 -0.576 0.06 0.06 -0.08
H 4.261 0.417 -0.953 0.05 -0.09 0.00
H 4.578 -1.311 -0.726 0.01 0.02 -0.01
H 4.258 0.852 -4.518 -0.01 -0.01 0.00
H 2.838 2.446 -5.787 0.01 0.01 0.01
H 0.430 2.547 -5.282 0.04 -0.02 0.04
H -1.258 1.004 -2.505 -0.05 -0.01 0.07
H -1.755 2.242 -5.247 0.01 0.02 0.03
H -1.274 3.276 -3.906 -0.14 -0.09 -0.01
H -2.768 2.326 -3.817 -0.02 0.01 0.00
H -1.253 -0.057 -5.360 -0.02 -0.01 0.01
H -2.607 -0.230 -4.224 0.01 0.00 0.04
H -1.065 -1.039 -3.905 0.03 -0.10 0.08
C 3.251 -4.640 -0.155 -0.02 -0.01 0.01
N 3.554 -3.533 0.732 0.01 -0.02 -0.04
C 4.748 -3.306 1.396 0.01 -0.08 -0.03
C 4.595 -2.167 2.103 -0.08 0.03 -0.02
N 3.316 -1.719 1.872 -0.02 -0.55 0.01
C 2.677 -2.544 1.026 0.22 0.00 0.23
S 1.072 -2.488 0.478 -0.05 0.01 -0.29
H 4.141 -5.257 -0.249 0.00 -0.01 -0.01
H 2.957 -4.257 -1.131 -0.01 -0.05 0.08
H 2.429 -5.231 0.246 0.01 -0.02 0.03
H 5.591 -3.966 1.293 -0.02 0.00 0.00
H 5.282 -1.639 2.741 -0.01 0.01 -0.01
H 2.845 -0.879 2.260 0.16 0.22 -0.20
Br 2.979 2.910 4.175 -0.02 0.00 -0.02
C 3.568 3.259 2.402 0.02 0.14 0.08
C 4.400 4.363 2.254 0.01 0.00 -0.01
C 4.859 4.727 0.999 -0.02 -0.02 0.00
C 4.476 3.990 -0.113 -0.01 0.00 0.04
C 3.633 2.905 0.046 -0.03 -0.06 0.01
C 3.164 2.513 1.301 0.01 -0.04 -0.01
C 2.279 1.286 1.384 -0.10 0.10 -0.18
O 1.584 1.107 0.336 0.36 0.29 0.09
O 2.320 0.571 2.393 -0.19 0.34 0.15
H 4.677 4.934 3.129 0.00 0.01 0.00
H 5.508 5.587 0.896 0.00 -0.02 0.00
H 4.824 4.259 -1.102 -0.01 0.00 0.01
H 3.327 2.320 -0.809 -0.09 0.04 -0.07
```
Positions in Å, forces in eV/Å.

- HOMO energy: -4.473 eV
- Total charge: -1
- Maximum force: 1.01 eV/A
- Kohn-Sham gap: 6.791 eV
- LUMO: 0.0852 Eh

Results of the Löwdin charge analysis, in e, for atoms 1 through 5: 1.29 -0.04 -0.32 -0.07 -0.06